Formula: C3H9NO2
Source: the OMol25 dataset
Level of theory: ωB97M-V/def2-TZVPD

```
15
Properties=species:S:1:pos:R:3
H 2.881 -1.949 2.354
N -1.351 0.685 0.816
C -1.074 0.323 -0.592
C 0.385 0.398 -1.013
C -1.990 1.146 -1.627
H -3.082 1.021 -1.486
H -1.856 1.520 0.924
H -0.427 0.469 1.150
O 2.619 -1.820 3.309
O 0.916 -0.593 -1.793
H 1.080 1.212 -0.578
H -1.677 1.106 -2.699
H 3.446 -1.430 3.706
H -1.383 -0.751 -0.701
H -1.737 2.101 -1.125
```

## Properties
**Total charge**: +1
**HOMO-LUMO gap (spin up / spin down)**: 8.61 / 4.38 eV
**<S²>**: 0.7711
**Total energy**: -8829.8105 eV
**Highest occupied orbital energy (spin up / spin down)**: -0.521 / -0.521 Eh
**2S+1**: 2



Formula: C3H9NO2S
Source: the OMol25 dataset
Level of theory: ωB97M-V/def2-TZVPD

```
16
Properties=species:S:1:pos:R:3
H -0.985 -1.249 1.216
O 1.254 0.837 -2.134
H -2.507 0.176 -0.579
C 0.543 1.039 -1.154
H 1.953 -0.934 -1.957
H 0.551 0.515 2.052
H -1.626 -0.276 2.503
H -0.049 1.969 -1.103
C -0.098 0.692 1.191
C -1.309 -0.235 1.458
H 1.810 -2.509 -1.879
O 2.188 -1.739 -1.463
H 1.155 -0.519 0.041
S -2.941 0.217 0.700
H -0.546 1.684 1.116
N 0.606 0.334 -0.008
```

## Properties
**Total charge**: 0
**HOMO-LUMO gap**: 10.20 eV
**Total energy**: -19677.4433 eV
**Highest occupied orbital energy**: -0.348 Eh



Formula: C3H9NO2S
Source: the OMol25 dataset
Level of theory: ωB97M-V/def2-TZVPD

```
16
Properties=species:S:1:pos:R:3
H 2.362 1.670 -0.899
C 1.364 -0.214 0.043
N -2.646 -0.318 0.565
C -1.013 1.400 0.622
O -1.751 0.590 -0.194
H 2.037 -1.129 1.713
O 1.277 -1.064 1.092
H 0.847 -1.740 -1.542
H -1.981 -0.714 1.263
S 2.807 0.711 -0.014
H -2.893 -1.213 -0.079
H -0.642 1.082 1.512
C 0.667 -0.764 -1.226
H -0.310 -0.621 -1.006
H -0.956 2.451 0.251
H 0.830 -0.129 -2.100
```

## Properties
**Total charge**: 0
**HOMO-LUMO gap (spin up / spin down)**: 7.83 / 7.31 eV
**Total energy**: -19670.8273 eV
**Highest occupied orbital energy (spin up / spin down)**: -0.269 / -0.249 Eh



Formula: C3H9NO2S2
Source: the OMol25 dataset
Level of theory: ωB97M-V/def2-TZVPD

```
17
Properties=species:S:1:pos:R:3
H 0.565 1.824 -1.042
H -3.666 -0.388 -0.025
S 0.800 1.099 3.813
N 0.405 -0.171 -1.790
H -0.581 -0.427 -1.999
H 1.783 0.741 -0.611
C 1.254 -1.183 -2.430
O -2.857 -0.892 0.232
S -0.238 1.477 2.065
O 0.580 -1.988 -3.032
H -0.965 -0.405 0.710
H 1.732 1.985 3.970
C 0.066 0.217 0.741
H 0.743 -0.595 1.167
C 0.766 0.753 -0.666
H -2.761 -0.820 1.219
H 2.374 -1.227 -2.323
```

## Properties
**Total charge**: 0
**HOMO-LUMO gap**: 9.32 eV
**Total energy**: -30510.8142 eV
**Highest occupied orbital energy**: -0.331 Eh



Formula: C3H9NO2S2
Source: the OMol25 dataset
Level of theory: ωB97M-V/def2-TZVPD

```
17
Properties=species:S:1:pos:R:3
H 0.622 0.744 2.329
H 0.345 1.233 -1.918
O 0.002 -0.868 3.785
H 0.126 -0.222 0.668
C 1.392 1.510 0.625
S -1.332 -0.353 -1.944
H 1.499 2.182 2.668
H 0.766 -1.396 3.968
S -0.857 -2.146 -1.278
N 1.153 1.524 1.993
C 0.723 0.331 -0.045
H 1.463 -0.237 -0.614
H -1.801 -2.394 -0.373
C -0.265 0.902 -1.071
O 1.882 2.426 0.015
H -0.467 -1.454 3.185
H -0.897 1.744 -0.797
```

## Properties
**Total charge**: 0
**HOMO-LUMO gap**: 9.23 eV
**Total energy**: -30512.8129 eV
**Highest occupied orbital energy**: -0.336 Eh



Formula: C3H9NO2Si
Source: the OMol25 dataset
Level of theory: ωB97M-V/def2-TZVPD

```
16
Properties=species:S:1:pos:R:3
C -1.106 1.505 -0.392
O 2.986 -2.597 0.160
H -0.074 -1.630 -0.327
H 0.070 2.397 1.228
H 0.730 2.637 -0.356
Si 1.203 0.335 0.465
N -0.015 -0.671 -0.112
O 2.591 -0.022 0.905
C -1.005 0.012 -0.904
H 2.563 -2.438 1.069
H -1.987 -0.485 -0.884
H 3.031 -1.664 -0.152
H -1.394 2.106 -1.166
H -1.843 1.504 0.347
C 0.264 1.939 0.331
H -0.608 0.090 -1.934
```

## Properties
**Total charge**: 0
**HOMO-LUMO gap**: 10.46 eV
**Total energy**: -16720.4882 eV
**Highest occupied orbital energy**: -0.372 Eh



Formula: C3H9NO3
Source: the OMol25 dataset
Level of theory: ωB97M-V/def2-TZVPD

```
16
Properties=species:S:1:pos:R:3
N 0.712 1.031 0.089
H -0.284 -1.624 1.955
O -1.130 -1.031 -1.567
H -1.099 0.252 0.714
H 1.539 -1.227 1.714
H -0.166 1.404 -1.148
H 1.708 0.969 -0.172
H 0.315 -0.135 2.600
H -1.001 0.125 -1.939
C -0.075 -0.055 0.579
O -0.829 1.373 -2.034
H 0.798 1.807 0.818
C -0.533 -1.171 -0.475
C 0.481 -0.861 1.708
H -0.222 1.424 -2.781
O -0.215 -2.282 -0.061
```

## Properties
**Total charge**: 0
**HOMO-LUMO gap**: 9.21 eV
**Total energy**: -10888.2702 eV
**Highest occupied orbital energy**: -0.329 Eh



Formula: C3H9NO3
Source: the OMol25 dataset
Level of theory: ωB97M-V/def2-TZVPD

```
16
Properties=species:S:1:pos:R:3
H 1.354 -0.982 0.322
H -0.948 0.991 -0.553
C -0.557 0.701 1.269
O 0.850 0.926 -1.550
H 0.349 -2.417 0.619
H 0.991 -2.099 -1.012
H 1.089 1.874 1.737
O 0.815 1.207 1.098
C -0.657 -0.905 -0.433
O -1.750 -1.362 -0.615
C 0.599 -1.640 -0.100
H -0.891 0.332 -2.310
H 1.046 1.365 -0.683
N -0.482 0.491 -1.385
H -0.571 -0.010 2.100
H -1.239 1.530 1.497
```

## Properties
**Total charge**: 0
**HOMO-LUMO gap**: 8.24 eV
**Total energy**: -10884.4068 eV
**Highest occupied orbital energy**: -0.278 Eh



Formula: C3H9NO3
Source: the OMol25 dataset
Level of theory: ωB97M-V/def2-TZVPD

```
16
Properties=species:S:1:pos:R:3
C 0.723 0.569 -0.457
N -0.723 0.578 -0.596
O 1.433 1.035 1.788
C 1.126 0.222 0.958
C -1.442 1.491 0.292
H -2.506 1.316 0.113
O 0.130 -2.617 -0.385
O 1.116 -1.067 1.312
H 0.462 -3.506 -0.255
H -1.202 1.401 1.346
H 0.630 -1.655 0.661
H -1.366 2.547 -0.011
H 1.068 -0.226 -1.123
H 1.342 1.403 -0.794
H 0.156 -2.337 -1.302
H -0.947 0.847 -1.547
```

## Properties
**Total charge**: 0
**HOMO-LUMO gap**: 9.51 eV
**Total energy**: -10889.2020 eV
**Highest occupied orbital energy**: -0.341 Eh



Formula: C3H9NO3P
Source: the OMol25 dataset
Level of theory: ωB97M-V/def2-TZVPD

```
17
Properties=species:S:1:pos:R:3
H 1.846 0.015 1.551
C 1.269 -0.980 -0.823
C 1.286 -0.945 1.570
N 0.783 -1.068 -2.160
O -1.175 1.000 -1.036
H 2.402 -1.031 -0.673
H 1.582 -0.736 -2.702
O -2.908 2.707 -0.790
H -0.058 -0.585 -2.312
H 0.816 -0.880 2.602
H -0.484 -1.135 0.307
O -2.555 1.090 1.158
H -1.140 3.105 0.627
H -2.150 0.330 0.748
P -1.939 1.911 -0.130
C 0.500 -0.982 0.281
H 1.923 -1.816 1.781
```

## Properties
**Total charge**: -1
**HOMO-LUMO gap**: 8.30 eV
**Total energy**: -20180.1919 eV
**Highest occupied orbital energy**: -0.169 Eh



Formula: C3H9NO3PS
Source: the OMol25 dataset
Level of theory: ωB97M-V/def2-TZVPD

```
18
Properties=species:S:1:pos:R:3
H 1.115 -0.230 -2.088
C 1.029 -1.941 -0.168
H 1.677 1.709 1.048
H 1.449 -1.550 0.761
H 1.836 -2.143 -0.878
H 0.493 -2.853 0.087
P -1.503 -0.972 0.401
C 0.698 2.179 1.029
O -1.858 -2.387 0.657
O -2.601 -0.315 -0.625
H 0.128 1.621 -1.223
H -0.091 1.476 1.288
S 0.400 2.823 -0.659
H -2.438 0.626 -0.582
O -1.278 -0.023 1.536
C 0.045 -0.939 -0.658
N 0.212 -0.128 -1.610
H 0.687 3.047 1.684
```

## Properties
**Total charge**: -1
**HOMO-LUMO gap**: 8.66 eV
**Total energy**: -31017.7967 eV
**Highest occupied orbital energy**: -0.194 Eh



Formula: C3H9NO3S
Source: the OMol25 dataset
Level of theory: ωB97M-V/def2-TZVPD

```
17
Properties=species:S:1:pos:R:3
O 1.441 -0.029 1.879
H -0.835 1.468 0.220
H 0.931 2.237 -1.932
C 1.138 -0.237 0.740
C -1.121 -1.108 1.324
H 1.647 0.877 -1.977
O 1.715 1.785 -2.272
H -0.283 -1.375 -0.562
N -0.832 0.630 -0.345
H -0.771 -2.096 1.638
H -1.223 -0.544 2.275
O 1.959 0.019 -0.310
H -2.905 -0.546 -0.215
C -0.223 -0.609 0.223
H -0.618 0.809 -1.309
H 2.855 0.263 -0.034
S -2.876 -1.545 0.656
```

## Properties
**Total charge**: 0
**HOMO-LUMO gap**: 9.66 eV
**Total energy**: -21724.6865 eV
**Highest occupied orbital energy**: -0.338 Eh



Formula: C3H9NO4P
Source: the OMol25 dataset
Level of theory: ωB97M-V/def2-TZVPD

```
18
Properties=species:S:1:pos:R:3
H -1.047 1.663 -0.063
C -1.334 -0.328 -0.441
C -0.991 -0.856 0.880
O 2.166 -1.210 1.194
N -1.144 -0.938 -1.518
H -0.316 -1.684 0.883
H -0.495 -0.159 1.530
H -0.714 -1.841 -1.376
P 2.128 0.054 0.380
H -1.958 -1.143 1.268
C -1.857 0.997 -0.331
H -2.710 0.983 0.506
H -2.339 1.419 -1.224
H 0.704 -0.119 -1.006
H 3.400 1.551 -0.249
O 1.603 -0.264 -1.228
O 3.643 0.642 -0.077
O 1.261 1.231 0.871
```

## Properties
**Total charge**: -1
**HOMO-LUMO gap (spin up / spin down)**: 5.48 / 5.78 eV
**<S²>**: 2.0059
**Total energy**: -22225.3895 eV
**Highest occupied orbital energy (spin up / spin down)**: -0.055 / -0.192 Eh
**2S+1**: 3



Formula: C3H9NOP
Source: the OMol25 dataset
Level of theory: ωB97M-V/def2-TZVPD

```
15
Properties=species:S:1:pos:R:3
C 1.567 -0.038 0.350
O -2.398 -0.423 0.702
H -2.988 -1.159 0.861
P -1.845 -0.659 -0.839
H 2.457 -2.682 0.574
H 0.977 -1.175 -1.540
H 3.012 -2.631 1.153
N -0.730 1.659 0.089
H -0.734 2.652 -0.163
H -0.531 1.197 -1.932
C -0.953 0.798 -1.057
H -1.618 1.572 0.688
H 0.122 1.312 0.680
H 2.222 0.280 1.104
C 1.441 -0.704 -0.670
```

## Properties
**Total charge**: +1
**HOMO-LUMO gap**: 9.24 eV
**Total energy**: -16072.0370 eV
**Highest occupied orbital energy**: -0.506 Eh



Formula: C3H9NOS
Source: the OMol25 dataset
Level of theory: ωB97M-V/def2-TZVPD

```
15
Properties=species:S:1:pos:R:3
C -0.325 1.681 -0.650
N -1.170 -0.448 0.965
H -1.155 1.831 -1.465
H 0.294 2.618 -0.433
O 2.157 0.036 -0.330
H -3.070 -0.500 0.123
S -1.181 1.237 0.914
H -0.137 -0.920 0.978
H -1.666 -1.109 -0.957
H 4.155 -0.583 -0.197
H 2.933 -0.901 1.237
H 0.331 0.926 -0.941
C 3.098 -0.511 0.183
C -2.058 -1.154 0.081
H -2.206 -2.202 0.492
```

## Properties
**Total charge**: 0
**HOMO-LUMO gap**: 8.69 eV
**Total energy**: -17627.3295 eV
**Highest occupied orbital energy**: -0.304 Eh



Formula: C3H9NOS
Source: the OMol25 dataset
Level of theory: ωB97M-V/def2-TZVPD

```
15
Properties=species:S:1:pos:R:3
H 2.841 1.708 -0.598
C 1.937 1.551 -1.127
H 0.701 -1.835 -1.562
C -1.516 0.023 0.767
H -1.511 0.600 1.738
C -0.060 -1.712 -0.899
H -2.225 -0.714 0.770
H -1.736 0.638 -0.116
H 2.142 0.813 -1.956
N 0.719 1.506 -0.389
H 1.997 2.584 -1.617
O 0.815 -1.116 1.522
H -1.013 -1.631 -1.473
S 0.195 -0.417 0.374
H -0.270 -2.577 -0.206
```

## Properties
**Total charge**: 0
**HOMO-LUMO gap**: 8.28 eV
**Total energy**: -17624.5477 eV
**Highest occupied orbital energy**: -0.292 Eh



| no. | F_max (Eh/bohr) |
| --- | --- |
| 1 | 0.181 |
| 2 | 0.037 |
| 3 | 0.079 |
| 4 | 0.087 |
| 5 | 0.040 |
| 6 | 0.079 |
| 7 | 0.088 |
| 8 | 0.037 |
| 9 | 0.029 |
| 10 | 0.104 |
| 11 | 0.021 |
| 12 | 0.046 |
| 13 | 0.104 |
| 14 | 0.055 |
| 15 | 0.073 |
| 16 | 0.091 |